A structure of composition C19H34Br2ClIN3O8P2S. Source: OMol25; level of theory: ωB97M-V/def2-TZVPD.

charge: +1
frontier orbital gap: 8.5 eV
HOMO energy: -11.72 eV
multiplicity: 1
E: -231216.9232 eV
LUMO energy: -0.119 Eh

Each line ends with the Löwdin charge.
Atoms and positions in Å:
C: -0.322 -0.220 4.334  -0.216
C: -1.109 -0.213 3.013  -0.326
C: -0.375 -0.343 1.685  -0.573
I: 1.486 0.757 1.810  1.126
N: -0.357 -1.721 0.902  -0.094
C: -1.647 -2.474 1.191  -0.699
Br: -2.984 -2.703 -0.127  0.953
C: -1.938 -3.088 2.351  -0.771
C: -3.230 -3.816 2.607  -0.168
Br: -0.785 -3.220 3.827  0.981
C: -0.196 -1.143 -0.580  -0.263
N: -1.375 -0.487 -1.044  0.005
C: -1.384 0.606 -1.580  -0.732
S: -1.384 1.963 -2.329  0.873
C: 0.370 -2.012 -1.743  -0.365
N: -0.537 -2.895 -2.399  0.092
O: 1.529 -2.719 -1.349  -0.100
C: 1.964 -2.372 -0.068  -0.313
C: 0.899 -2.680 1.001  -0.818
Cl: 1.819 -2.557 2.528  0.635
P: 0.457 -4.519 0.615  0.986
P: 1.760 -5.679 1.936  0.217
O: 1.516 -5.622 3.384  -0.346
O: 3.257 -5.345 1.502  -0.161
O: 1.419 -7.069 1.248  -0.164
H: -0.998 -0.576 5.113  0.068
H: -0.028 0.785 4.625  0.067
H: 0.518 -0.910 4.333  -0.003
H: -1.968 -0.874 3.085  0.080
H: -1.554 0.785 2.960  0.124
H: -0.875 0.331 1.005  0.053
H: -3.352 -4.653 1.918  0.079
H: -4.073 -3.133 2.490  0.083
H: -3.244 -4.202 3.621  0.061
H: 0.529 -0.342 -0.459  0.069
H: 0.683 -1.237 -2.457  0.169
H: -0.717 -2.619 -3.353  0.097
H: -0.177 -3.841 -2.387  0.085
H: 2.316 -1.341 -0.001  0.076
H: 2.804 -3.019 0.177  0.114
H: -0.745 -4.838 1.252  -0.060
H: 3.750 -5.021 2.271  0.092
H: 1.742 -7.806 1.792  0.105
O: 4.161 5.760 1.812  0.120
C: 4.840 4.855 1.423  -0.519
O: 4.412 3.589 1.671  -0.026
C: 5.034 2.429 1.118  -0.260
C: 6.220 1.954 1.930  -0.057
C: 6.167 5.070 0.737  0.017
H: 5.293 2.587 0.069  0.116
H: 4.236 1.687 1.141  0.044
H: 7.018 2.695 1.941  0.073
H: 6.620 1.028 1.514  0.083
H: 5.921 1.774 2.962  0.085
H: 6.924 5.237 1.503  0.101
H: 6.086 5.967 0.130  0.095
H: 6.486 4.251 0.098  0.069
O: -5.980 2.232 -6.896  0.116
C: -5.642 3.052 -6.091  -0.521
O: -4.658 2.718 -5.218  -0.009
C: -4.061 3.652 -4.319  -0.257
C: -4.853 3.805 -3.037  -0.067
C: -6.315 4.398 -5.975  0.015
H: -3.886 4.611 -4.808  0.116
H: -3.084 3.217 -4.106  0.055
H: -5.845 4.214 -3.225  0.071
H: -4.334 4.471 -2.346  0.082
H: -4.982 2.833 -2.558  0.079
H: -7.226 4.276 -5.390  0.098
H: -6.588 4.720 -6.976  0.094
H: -5.705 5.174 -5.521  0.068